Below is C51H47AsFHfN7O3P as an isolated structure, with properties calculated with the ωB97M-V functional and the def2-TZVPD basis.

* net charge: +1
* gap between HOMO and LUMO (spin up / spin down): 3.121 / 3.122 eV
* E_HOMO (spin up / spin down): -7.23 / -7.23 eV
* spin multiplicity: 1

Element x y z (Å)
Hf (0.00286, 1.66966, 2.14592)
F (-2.72686, 2.83968, -3.89906)
C (-1.42621, 2.76144, -3.62853)
C (-0.95123, 2.41407, -2.39190)
C (0.33742, 2.78960, -1.95959)
C (0.66457, 2.72205, -0.60532)
O (-0.21499, 2.03828, 0.19646)
C (1.89846, 3.24681, -0.12716)
C (2.81906, 3.59073, -1.08217)
N (2.57409, 3.52561, -2.45278)
C (3.72507, 3.81162, -3.29717)
C (3.72043, 4.96314, -4.21745)
C (4.64475, 4.95231, -3.00534)
C (1.29387, 3.15386, -2.94571)
C (0.87383, 3.21359, -4.26015)
C (-0.47289, 3.02794, -4.66964)
N (-0.86231, 3.11476, -5.99277)
C (-0.07209, 2.62196, -7.10240)
C (0.02651, 3.73615, -8.20636)
N (-1.29200, 4.27342, -8.64233)
C (-2.37955, 3.62317, -7.88181)
C (-2.14574, 3.71661, -6.35055)
C (2.15646, 3.66896, 1.32320)
O (3.13812, 4.33752, 1.63035)
O (1.31546, 3.19601, 2.20154)
H (-1.64756, 1.97224, -1.68756)
H (3.80562, 3.90129, -0.74520)
H (4.22355, 2.92042, -3.76889)
H (2.93150, 5.70818, -4.18622)
H (4.25164, 4.79983, -5.14320)
H (4.38497, 5.57976, -2.15223)
H (5.63254, 4.65430, -3.22791)
H (1.68315, 3.36641, -4.99801)
H (-0.49286, 1.66147, -7.43211)
H (0.91086, 2.43146, -6.69624)
H (0.48515, 3.38607, -9.13427)
H (0.63593, 4.53239, -7.76330)
H (-1.45314, 4.09646, -9.67768)
H (-1.38057, 5.28722, -8.51354)
H (-2.29252, 2.57890, -8.23907)
H (-3.37086, 4.00596, -8.14454)
H (-2.97502, 3.19492, -5.83240)
H (-2.24010, 4.73851, -5.95688)
N (1.10144, 0.50920, 3.36533)
C (1.51321, 0.85879, 4.58216)
C (2.71738, 1.58379, 4.86823)
C (2.99215, 1.82715, 6.16280)
C (2.26253, 1.40099, 7.25075)
C (1.16726, 0.54904, 6.98938)
C (0.72883, 0.38484, 5.70442)
H (3.39989, 1.88832, 4.10337)
H (3.86439, 2.44517, 6.36590)
H (2.44573, 1.86299, 8.22652)
H (0.61571, 0.09900, 7.84243)
H (-0.14061, -0.23257, 5.52169)
N (-1.60350, 2.54158, 3.25864)
C (-2.71606, 2.97338, 3.22309)
N (-3.85953, 3.46307, 3.07599)
C (-4.92072, 3.15618, 3.81578)
N (-5.98837, 3.11222, 4.27184)
C (-0.65801, -2.76478, 2.30287)
C (-1.51006, -2.95946, 3.53921)
As (-1.12689, -4.57596, 4.77336)
C (-1.09163, -5.96200, 3.35589)
C (-0.10564, -6.04164, 2.38503)
C (-0.11349, -7.05875, 1.45852)
C (-1.06782, -8.05547, 1.52599)
C (-2.10548, -7.96323, 2.46446)
C (-2.12622, -6.92317, 3.40077)
C (0.83188, -4.21980, 4.86215)
C (1.19778, -2.94498, 5.22286)
C (2.55194, -2.60103, 5.23277)
C (3.56579, -3.49885, 4.82690)
C (3.21214, -4.80496, 4.50325)
C (1.86770, -5.21208, 4.61411)
P (-1.00407, -0.99939, 1.39312)
C (-2.66347, -1.41671, 0.82005)
C (-3.59541, -0.36349, 0.86938)
C (-4.95791, -0.55843, 0.47693)
C (-5.38440, -1.86856, 0.26962)
C (-4.43491, -2.89573, 0.15911)
C (-3.06223, -2.64670, 0.29909)
C (-0.20861, -1.32822, -0.19448)
C (-0.86473, -1.39203, -1.45764)
C (-0.10664, -1.59363, -2.61164)
C (1.28915, -1.72143, -2.57231)
C (1.88974, -1.81376, -1.37132)
C (1.16355, -1.58198, -0.15726)
H (-0.77019, -3.46384, 1.47494)
H (0.43941, -2.71771, 2.46421)
H (-2.56864, -3.08317, 3.25382)
H (-1.42872, -2.22933, 4.31927)
H (0.74896, -5.30357, 2.40700)
H (0.71065, -7.14559, 0.75696)
H (-0.88823, -8.96430, 0.96592)
H (-2.87626, -8.76015, 2.52104)
H (-2.85769, -6.88546, 4.20158)
H (0.43617, -2.19847, 5.56594)
H (2.84477, -1.61217, 5.53898)
H (4.61189, -3.17502, 4.84708)
H (3.91417, -5.57181, 4.29396)
H (1.65935, -6.28712, 4.54092)
H (-3.25187, 0.64244, 1.14090)
H (-5.64823, 0.26335, 0.31989)
H (-6.44660, -2.12313, 0.09280)
H (-4.80041, -3.94894, -0.08252)
H (-2.32690, -3.44029, 0.05780)
H (-1.99401, -1.33385, -1.58905)
H (-0.63167, -1.60951, -3.59255)
H (1.83891, -1.76423, -3.48797)
H (2.94416, -2.13907, -1.35148)
H (1.63983, -1.63071, 0.84138)